Entry 1:
ORCA calculation (ωB97M-V/def2-TZVPD) on a 2-piece molecular cluster, C5H7F4NO2S overall in a non-equilibrium geometry.

```
20
Properties=species:S:1:pos:R:3:forces:R:3
S 2.343 1.336 0.222 -1.07 2.20 1.68
F -2.904 -1.895 0.173 0.25 0.33 0.01
F -2.164 -2.687 2.487 1.77 1.25 -0.48
F -0.380 -2.845 1.196 -0.50 0.22 1.00
F -0.445 -1.185 2.611 -0.90 -0.68 -0.18
O 0.082 -0.837 -2.469 -0.08 -0.52 0.70
O 0.777 -2.390 -1.032 -0.12 -0.90 -2.26
N -1.320 -0.284 -0.014 0.20 2.26 -2.36
C -1.918 -1.162 0.736 -2.49 -0.79 2.56
C 0.123 -0.234 -0.137 0.70 -0.68 -2.39
C 0.660 1.177 -0.409 -0.42 -1.04 -0.81
C 0.344 -1.182 -1.342 0.67 1.27 -0.16
C -1.235 -1.926 1.810 -0.25 -1.49 0.03
H 1.272 -2.468 -0.238 0.29 0.15 1.36
H -1.823 0.048 -0.876 0.55 -0.58 1.36
H 2.831 0.410 -0.493 0.81 -1.67 -1.47
H -2.831 -0.039 2.622 0.19 -0.42 -0.82
H -0.155 1.686 0.031 0.11 1.79 1.45
H 0.590 -0.669 0.722 0.12 0.19 0.60
H 0.596 1.544 -1.448 0.17 -0.88 0.17
```
Positions in Å, forces in eV/Å.

Properties
Energy above the lowest of the compared OMol25 structures with the same formula, charge and spin   86.2 kcal per mole
Calculated total energy   -32584.232 eV
HOMO energy (alpha / beta)   -9.88 / -8.13 eV
E_LUMO (alpha / beta)   -0.1646 / -0.6129 eV
Charge   0
HOMO-LUMO gap (alpha / beta)   0.3570 / 0.2764 Ha


Entry 2:
ORCA calculation (ωB97M-V/def2-TZVPD) on C18H29N2O5ReS as an isolated structure in a non-equilibrium geometry.

```
56
Properties=species:S:1:pos:R:3:forces:R:3
Re 0.356 0.484 -0.477 0.86 -0.97 1.08
S 1.839 2.297 -1.548 -0.41 -0.52 0.98
O -1.446 2.511 -0.445 -0.19 -0.04 0.11
O 1.227 -1.187 -2.288 0.06 0.14 -0.21
O -0.739 0.637 -2.435 -0.46 0.39 -0.53
O -0.816 -1.847 -0.860 0.17 0.13 0.31
O -2.402 0.026 0.205 -0.41 -0.11 0.07
N 4.286 3.080 -0.944 -0.11 0.01 -0.12
N 3.477 1.344 0.315 0.39 0.44 -0.19
C -2.593 1.081 1.124 0.17 -0.12 0.00
C 1.096 -2.233 4.189 0.00 0.00 -0.12
C -2.387 -1.246 0.822 0.00 0.30 0.07
C 3.297 2.227 -0.657 0.17 -0.28 0.13
C 1.390 -2.448 -1.666 -0.28 0.15 0.12
C -2.630 2.360 0.350 0.09 0.24 -0.24
C 0.897 -0.440 2.571 -0.05 0.08 -0.21
C -2.064 -2.215 -0.259 0.09 -0.30 -0.23
C 0.808 0.024 1.191 -0.28 0.82 -1.19
C 0.781 0.469 3.629 -0.02 0.10 0.01
C -1.909 1.502 -2.570 0.32 -0.35 -0.17
C 0.086 -2.939 -1.010 0.04 0.08 -0.07
C 0.400 -1.189 -3.441 0.02 -0.28 0.14
C -0.064 0.215 -3.646 -0.24 0.20 0.20
C -1.679 2.772 -1.818 0.19 0.20 0.27
C 0.967 -1.321 5.229 0.00 -0.01 0.03
C 0.813 0.030 4.946 0.01 0.08 -0.09
C 1.063 -1.797 2.871 0.02 -0.09 -0.04
H 0.315 -3.368 -0.033 0.00 -0.08 0.04
H 0.965 -1.514 -4.314 0.11 -0.11 -0.15
H 0.988 -1.664 6.259 0.01 0.04 -0.12
H 2.684 0.770 0.575 -0.39 -0.31 0.02
H -0.782 3.262 -2.187 0.12 0.16 -0.05
H 4.156 3.753 -1.674 0.00 0.07 -0.08
H 2.151 -2.292 -0.913 0.15 0.05 0.11
H 1.746 -3.184 -2.387 0.06 -0.09 -0.05
H 0.720 0.745 5.756 0.00 -0.04 -0.07
H -0.741 0.262 -4.493 -0.19 0.04 -0.04
H 1.226 -3.287 4.406 -0.01 0.06 -0.02
H -3.538 0.957 1.656 -0.11 0.01 0.13
H -0.382 -3.712 -1.619 -0.15 -0.06 -0.07
H -3.520 2.384 -0.283 0.02 0.01 -0.07
H -2.841 -2.175 -1.023 -0.01 -0.06 -0.15
H 1.168 -2.506 2.054 0.00 0.05 0.11
H -2.026 -3.226 0.151 0.08 -0.02 -0.05
H 4.313 1.327 0.873 0.08 0.07 0.00
H -1.627 -1.280 1.605 0.07 0.05 0.12
H 0.664 1.525 3.394 0.00 -0.13 0.08
H -1.774 1.099 1.844 0.12 -0.06 0.12
H -2.087 1.728 -3.618 0.06 -0.11 -0.19
H 0.785 0.863 -3.831 0.16 0.26 0.04
H -2.675 3.192 1.049 -0.08 0.17 0.05
H -3.363 -1.485 1.257 -0.06 0.01 0.06
H -0.457 -1.846 -3.300 -0.07 -0.08 0.00
H 5.163 3.064 -0.457 0.07 0.00 0.06
H -2.527 3.445 -1.961 -0.05 0.06 0.01
H -2.760 0.969 -2.162 -0.09 -0.26 0.04
```
Positions in Å, forces in eV/Å.

Properties
Energy above the lowest of the compared OMol25 structures with the same formula, charge and spin   0.0 kcal per mole
Calculated total energy   -45309.741 eV
HOMO energy (alpha / beta)   -9.31 / -8.81 eV
E_LUMO (alpha / beta)   -2.1379 / -1.8972 eV
2S+1   2
Charge   +1
HOMO-LUMO gap (alpha / beta)   0.2636 / 0.2540 Ha


Entry 3:
ORCA calculation (ωB97M-V/def2-TZVPD) on a 3-piece molecular cluster, C6H19NO4 overall in a non-equilibrium geometry.

```
30
Properties=species:S:1:pos:R:3:forces:R:3
O 25.223 -18.146 -3.615 0.11 -0.05 0.22
O 26.710 -21.359 -5.465 -0.08 -1.56 1.04
O 21.442 -16.472 -3.736 0.25 0.48 -0.85
O 26.130 -21.877 -2.561 0.02 -1.04 0.42
N 21.740 -16.304 -1.052 0.18 0.77 -0.08
C 26.581 -22.687 -4.823 0.22 0.11 0.10
C 20.340 -15.960 -2.965 0.22 -0.57 -1.14
C 21.059 -17.082 -4.995 0.61 0.31 1.34
C 27.026 -22.674 -3.324 -0.59 1.60 -2.37
C 20.845 -15.284 -1.675 0.96 -2.22 -1.18
C 21.680 -14.045 -2.037 -1.00 0.00 0.96
H 22.340 -16.539 -1.830 0.69 -0.18 0.13
H 25.719 -18.416 -4.388 0.21 -0.11 -0.22
H 26.389 -21.517 -6.356 0.00 0.28 -0.15
H 25.566 -23.064 -4.948 -0.39 0.38 0.44
H 19.824 -15.297 -3.660 -0.57 0.25 0.30
H 21.131 -13.432 -2.752 0.05 0.14 0.04
H 21.981 -17.071 -5.576 -0.18 -0.28 -0.13
H 24.333 -18.006 -3.938 -0.30 0.08 0.00
H 26.045 -21.026 -2.996 0.05 0.17 -0.11
H 27.996 -22.176 -3.327 0.39 -0.33 0.18
H 27.116 -23.717 -3.021 -0.33 0.28 0.57
H 21.233 -17.168 -0.919 -0.38 -0.11 0.31
H 20.002 -15.211 -0.987 -0.03 0.91 -0.18
H 21.812 -13.492 -1.107 0.27 0.25 -0.18
H 20.710 -18.092 -4.781 0.04 -0.21 -0.23
H 22.656 -14.287 -2.459 -0.16 -0.26 0.07
H 20.279 -16.566 -5.554 -0.05 0.39 0.21
H 19.781 -16.878 -2.787 -0.86 0.29 0.57
H 27.148 -23.444 -5.364 0.66 0.20 -0.10
```
Positions in Å, forces in eV/Å.

Properties
Energy above the lowest of the compared OMol25 structures with the same formula, charge and spin   70.9 kcal per mole
Structure (SMILES)   COC[C@H](C)N.OCCO.O
Calculated total energy   -16208.353 eV
HOMO energy   -9.23 eV
E_LUMO   0.4917 eV
Charge   0
HOMO-LUMO gap   0.3574 Ha


Entry 4:
ORCA calculation (ωB97M-V/def2-TZVPD) on a 9-piece molecular cluster, C23H40Cl2NO18 overall in a non-equilibrium geometry.

```
84
Properties=species:S:1:pos:R:3:forces:R:3
Cl 3.390 -3.819 -2.589 0.69 -0.08 -0.52
Cl 1.559 -3.507 -0.434 -0.62 0.07 0.39
O -1.661 4.011 -4.819 0.89 -0.03 -0.42
O -2.147 -3.727 2.736 2.38 2.53 2.37
O -0.732 -0.248 6.630 0.69 1.09 1.05
O 3.190 -0.741 1.081 0.04 1.16 -0.10
O 5.626 -1.900 1.558 -1.29 -0.13 0.43
O -1.325 2.166 -2.740 0.27 1.68 -0.90
O -3.353 -4.907 -3.087 0.27 2.20 2.05
O 4.551 1.981 -4.445 0.27 -0.89 0.30
O -3.446 -3.688 -0.317 0.21 0.98 -4.69
O 0.367 -2.050 2.595 -1.05 -1.01 -1.31
O -2.826 -1.821 6.994 -0.46 -0.09 -1.11
O -0.154 -1.615 -4.189 0.13 -0.09 0.74
O 1.830 2.839 1.443 0.10 -0.92 0.10
O -3.875 -0.144 3.186 -0.36 -1.17 -0.52
O -0.781 -0.333 -1.698 2.73 2.94 -0.56
O -4.299 0.277 0.450 -0.12 -0.80 -0.80
O -0.401 1.770 2.621 -0.01 -1.50 -0.13
O 1.785 0.494 -2.589 1.32 0.17 -0.23
N 0.542 -0.016 0.562 0.76 0.15 -0.12
C -0.241 -1.006 4.416 -2.48 1.36 4.27
C -1.282 -1.412 -1.963 -4.41 -3.02 0.62
C -2.527 2.109 -3.520 0.37 -0.30 1.12
C 5.475 -0.702 0.821 1.87 0.93 -1.04
C -0.520 -1.967 3.513 1.96 -0.64 -1.91
C 3.811 1.498 -3.298 0.19 1.89 0.11
C -2.745 -3.829 -2.716 -0.97 -2.60 -2.66
C -2.954 -3.075 -1.394 -1.48 -4.47 5.85
C 2.310 -2.694 -1.773 -0.23 0.86 0.13
C -1.745 -2.893 3.669 -1.24 -2.46 -4.34
C -2.523 -2.785 4.786 -1.10 1.11 3.02
C -3.730 1.083 2.563 0.86 1.17 -0.02
C -1.831 -3.359 -3.689 2.76 4.00 1.48
C -1.004 -0.969 5.691 -0.17 -0.24 -2.19
C 2.692 0.585 -3.674 -0.15 0.51 0.12
C -2.292 -1.884 5.857 1.52 -0.65 0.42
C -2.347 -1.900 -1.041 3.50 1.82 -4.18
C 4.293 0.128 1.273 1.16 -1.70 0.77
C -0.955 -2.176 -3.408 -2.70 -1.14 0.53
C 0.597 3.544 1.478 0.06 0.84 0.29
C -3.285 0.979 1.083 -0.25 0.83 1.09
C -0.293 3.128 2.655 1.01 0.85 -0.51
C -2.791 3.492 -4.156 0.57 -0.62 0.31
H -0.656 1.428 3.481 -0.08 -0.75 0.26
H 0.069 -0.877 0.798 -0.05 -1.03 0.44
H 6.404 -0.135 0.869 0.22 0.41 0.37
H -4.668 1.638 2.574 -0.36 0.20 -0.09
H -3.374 -3.443 4.884 -0.11 -0.16 -0.16
H 4.276 1.072 0.729 -0.52 -0.23 -0.14
H -3.012 1.638 3.167 0.30 0.64 -0.25
H 0.405 0.187 -0.418 -1.04 0.32 -0.53
H -2.393 -1.571 -0.013 0.15 0.01 0.05
H 4.475 0.304 2.333 -0.48 0.46 0.25
H 0.075 3.440 0.527 -0.15 0.02 -0.05
H -2.988 4.160 -3.318 -0.59 0.15 -0.03
H 5.188 1.291 -4.642 0.10 0.01 -0.34
H -3.254 1.875 -2.743 -0.94 0.03 -0.61
H -2.241 0.685 0.971 -0.19 -1.20 0.07
H 2.223 1.057 -4.537 -0.19 -0.34 -0.23
H 1.611 -2.293 -2.506 -0.28 -0.46 0.08
H 6.482 -2.335 1.577 0.03 0.61 -0.52
H -3.804 -0.072 4.140 0.23 -0.06 -0.01
H -3.530 3.518 -4.957 -0.78 -0.36 0.68
H -3.242 1.926 0.545 -0.16 0.93 0.65
H 5.345 -0.811 -0.256 -0.19 -0.92 -0.22
H -2.410 1.247 -4.177 -0.40 0.24 -0.58
H 0.589 -0.322 4.311 0.34 -0.17 -0.03
H 2.202 3.029 0.578 0.11 -0.15 -0.06
H -3.918 -0.515 0.065 -0.12 -0.52 -0.26
H 2.842 -1.834 -1.365 0.37 -0.29 -0.11
H 3.382 -1.456 1.692 -0.70 -0.59 0.13
H 0.255 0.671 1.244 -0.36 0.61 0.19
H 3.194 -0.340 -3.957 -0.58 -0.64 -0.14
H -0.944 3.413 -4.593 0.45 0.02 0.20
H -1.753 -3.798 -4.673 -0.05 -0.29 0.10
H 0.208 3.469 3.562 -0.06 0.08 0.32
H 3.433 2.449 -2.923 -0.37 -0.25 0.53
H -1.078 1.264 -2.525 0.19 -0.93 0.40
H 4.466 1.060 -2.545 0.17 -0.06 0.04
H 1.543 -0.123 0.651 0.46 -0.64 0.70
H 0.981 0.075 -2.907 -0.92 -0.61 -0.04
H -1.294 3.554 2.590 0.01 0.67 -0.16
H 0.956 4.560 1.643 -0.94 0.65 -0.17
```
Positions in Å, forces in eV/Å.

Properties
Calculated total energy   -87881.592 eV
HOMO energy   1.14 eV
E_LUMO   4.7488 eV
Charge   -3
HOMO-LUMO gap   0.1327 Ha